[1]
C18H42AlFIN2O6 as an isolated structure, computed with ωB97M-V with the def2-TZVPD basis set.

HOMO energy   -5.302 eV
Orbital gap   7.77 eV

Geometry as ORCA input:
```
! RIJCOSX wB97M-V def2-TZVPD def2/J DEFGRID3
* xyz -1 1
C 1.507 3.500 1.320
C 0.868 1.964 1.159
O 1.315 0.956 1.944
O -0.151 1.812 0.101
C -1.127 0.758 0.417
Al -2.433 1.291 1.962
I -2.905 -0.741 3.590
C -4.269 1.822 1.115
C -4.434 3.465 0.957
C -3.091 3.985 0.111
F -3.622 4.920 -0.949
H 2.312 3.517 2.169
H 1.953 3.755 0.258
H 0.590 4.208 1.492
H -1.796 0.621 -0.563
H -0.601 -0.269 0.613
H -1.787 2.541 2.750
H -5.151 1.356 1.736
H -4.253 1.388 0.010
H -5.379 3.753 0.291
H -4.459 4.000 2.021
H -2.426 4.642 0.845
H -2.481 3.097 -0.357
C 0.026 2.122 -8.014
O 0.842 1.368 -7.129
C 1.864 2.155 -6.504
C 1.595 2.276 -4.996
N 0.431 3.129 -4.733
C -0.020 3.088 -3.336
C -0.576 1.748 -2.817
O -1.804 1.356 -3.433
C -1.646 0.631 -4.646
H -0.639 1.431 -8.537
H -0.587 2.838 -7.462
H 0.636 2.644 -8.758
H 1.975 3.140 -6.972
H 2.806 1.615 -6.645
H 2.475 2.706 -4.505
H 1.439 1.267 -4.603
H -0.340 2.832 -5.326
H -0.813 3.841 -3.245
H 0.799 3.418 -2.686
H -0.812 1.888 -1.754
H 0.161 0.940 -2.854
H -0.734 0.028 -4.660
H -1.668 1.316 -5.498
H -2.502 -0.042 -4.751
C 1.744 -6.881 5.499
O 2.334 -6.401 4.299
C 1.399 -6.298 3.218
C 1.177 -4.824 2.844
N 0.423 -4.122 3.889
C 0.389 -2.665 3.705
C 1.728 -1.911 3.820
O 2.291 -1.932 5.132
C 3.098 -3.071 5.406
H 2.540 -7.046 6.228
H 1.048 -6.146 5.909
H 1.229 -7.831 5.327
H 0.452 -6.804 3.438
H 1.854 -6.808 2.361
H 0.621 -4.770 1.901
H 2.159 -4.367 2.693
H 0.845 -4.320 4.793
H -0.286 -2.272 4.475
H -0.075 -2.437 2.738
H 1.522 -0.855 3.605
H 2.459 -2.230 3.070
H 3.607 -3.450 4.515
H 2.495 -3.856 5.869
H 3.859 -2.777 6.135
*
```

***

[2]
C18H42AlFN3O13P as an isolated structure, computed with ωB97M-V with the def2-TZVPD basis set.

HOMO energy   -14.584 eV
ΔE to the lowest compared entry with this formula, charge and spin   55.5 kcal per mole
Orbital gap   2.67 eV

Geometry as ORCA input:
```
! RIJCOSX wB97M-V def2-TZVPD def2/J DEFGRID3
* xyz 2 1
Al -1.139 -2.540 -0.093
F 0.560 -0.366 0.841
O -1.988 -0.058 -1.343
P -2.201 1.382 -1.511
N -3.499 1.724 -2.582
C -4.037 0.676 -3.458
C -4.202 3.040 -2.764
N -0.880 2.193 -2.242
C -0.902 3.630 -2.523
C 0.429 1.552 -2.328
N -2.585 2.095 0.025
C -1.457 2.581 0.880
C -3.761 1.591 0.767
H -3.331 0.335 -4.215
H -4.913 1.084 -3.962
H -4.379 -0.098 -2.771
H -4.271 3.286 -3.824
H -3.658 3.802 -2.205
H -5.129 2.963 -2.197
H -1.617 4.148 -1.883
H 0.042 4.091 -2.234
H -1.117 3.891 -3.559
H 0.445 0.678 -2.979
H 1.196 2.232 -2.697
H 0.675 1.235 -1.315
H -0.716 1.786 0.956
H -0.863 3.354 0.393
H -1.824 2.953 1.837
H -3.989 2.113 1.696
H -3.721 0.506 0.865
H -4.593 1.868 0.119
C -1.760 0.701 3.812
O -2.142 -0.644 4.198
C -2.833 -1.530 3.469
O -2.869 -1.574 2.234
O -3.536 -2.301 4.232
C -4.296 -3.353 3.664
H -1.380 1.346 4.605
H -2.602 1.194 3.327
H -1.027 0.574 3.015
H -5.158 -2.828 3.253
H -4.667 -4.045 4.420
H -3.782 -3.802 2.814
C 0.549 -5.713 3.592
O 1.515 -4.722 3.863
C 1.407 -3.502 3.171
O 0.622 -3.209 2.251
O 2.359 -2.674 3.670
C 2.530 -1.286 3.216
H 0.949 -6.346 2.799
H -0.440 -5.422 3.237
H 0.583 -6.310 4.503
H 3.021 -1.267 2.243
H 3.136 -0.671 3.881
H 1.573 -0.767 3.158
C 3.409 -1.705 -0.193
O 3.562 -1.466 -1.587
C 2.474 -1.552 -2.328
O 1.332 -1.728 -1.933
O 2.850 -1.533 -3.641
C 1.846 -1.712 -4.620
H 2.459 -2.201 0.006
H 3.336 -0.813 0.430
H 4.138 -2.397 0.228
H 1.022 -1.002 -4.542
H 1.592 -2.772 -4.611
H 2.275 -1.628 -5.619
C 6.346 1.414 -2.448
O 5.870 1.401 -1.102
C 4.619 1.971 -0.884
O 3.920 2.620 -1.604
O 4.296 1.569 0.323
C 2.955 1.850 0.904
H 6.935 2.319 -2.598
H 5.552 1.427 -3.194
H 6.935 0.500 -2.525
H 2.120 1.666 0.228
H 3.047 2.905 1.164
H 2.783 1.294 1.826
*
```

***

[3]
A 4-piece molecular cluster, C18H42ClN5O14P3 overall, computed with ωB97M-V with the def2-TZVPD basis set.

HOMO energy   -10.961 eV
Orbital gap   7.05 eV

Geometry as ORCA input:
```
! RIJCOSX wB97M-V def2-TZVPD def2/J DEFGRID3
* xyz 1 1
C -5.597 -1.829 4.030
C -6.374 -2.357 2.955
N -6.812 -3.154 1.708
C -6.188 -2.874 0.507
N -6.421 -3.560 -0.853
C -5.427 -2.825 -1.741
Cl -5.185 -3.214 -3.557
N -4.704 -1.751 -0.937
O -3.780 -0.843 -1.302
C -2.531 -1.493 -1.768
C -1.299 -0.475 -1.304
N -0.327 -0.292 -2.455
C 0.316 -1.610 -2.830
C 1.905 -1.474 -3.293
C 2.535 -3.006 -3.269
O 2.720 -0.676 -2.363
N -5.138 -1.792 0.388
H -4.779 -1.510 4.839
H -7.536 -3.902 1.793
H -2.366 -2.574 -1.342
H -2.561 -1.482 -2.938
H -1.775 0.595 -1.088
H -0.803 -0.890 -0.324
H 0.365 0.432 -2.162
H 0.258 -2.417 -1.974
H -0.255 -2.081 -3.767
H 1.871 -1.012 -4.392
H 3.317 -3.085 -4.138
H 1.668 -3.769 -3.456
H 3.032 -3.198 -2.219
H 3.691 -0.675 -2.608
H -4.740 -1.109 1.069
C -4.584 2.220 -2.335
O -3.521 2.980 -1.802
P -2.854 4.139 -2.697
O -1.820 4.960 -1.993
O -4.115 4.980 -3.246
C -4.838 5.749 -2.307
O -2.326 3.364 -4.005
C -1.703 4.156 -4.998
H -5.510 2.512 -1.832
H -4.701 2.366 -3.412
H -4.396 1.161 -2.139
H -4.292 5.867 -1.367
H -5.794 5.258 -2.108
H -5.028 6.736 -2.733
H -1.008 4.871 -4.551
H -2.464 4.690 -5.573
H -1.144 3.501 -5.672
C -1.252 -1.760 5.149
O -1.152 -1.929 3.751
P 0.303 -2.013 3.069
O 0.293 -2.312 1.603
O 1.092 -3.092 3.967
C 0.676 -4.439 3.874
O 0.998 -0.616 3.468
C 2.324 -0.420 3.013
H -1.599 -2.698 5.592
H -0.297 -1.482 5.603
H -1.987 -0.979 5.360
H 0.027 -4.609 3.010
H 0.137 -4.707 4.787
H 1.560 -5.075 3.785
H 2.430 -0.729 1.970
H 3.015 -0.991 3.639
H 2.569 0.642 3.090
C 6.786 3.539 0.350
O 5.696 2.747 0.767
P 5.975 1.319 1.454
O 4.757 0.618 1.966
O 7.084 1.638 2.579
C 6.671 2.397 3.697
O 6.803 0.507 0.337
C 7.212 -0.803 0.683
H 6.879 4.393 1.028
H 7.727 2.983 0.347
H 6.590 3.910 -0.659
H 5.582 2.457 3.771
H 7.082 3.406 3.613
H 7.063 1.929 4.603
H 6.403 -1.349 1.174
H 8.079 -0.752 1.347
H 7.493 -1.337 -0.227
*
```

***

[4]
C18H42F2N7O11S2V as an isolated structure, computed with ωB97M-V with the def2-TZVPD basis set.

<S²>   0.7834
HOMO energy (spin up / spin down)   -11.029 / -11.030 eV
ΔE to the lowest compared entry with this formula, charge and spin   123.2 kcal per mole
Orbital gap (spin up / spin down)   8.20 / 8.34 eV

Geometry as ORCA input:
```
! RIJCOSX wB97M-V def2-TZVPD def2/J DEFGRID3
* xyz 1 2
O 0.201 0.321 0.372
V -0.491 0.274 -1.005
N -1.000 1.089 -2.811
S -1.061 2.714 -3.409
O -2.396 3.291 -3.631
O 0.078 3.208 -4.232
F -0.785 3.333 -1.893
S -1.305 0.478 -4.213
O -0.247 0.471 -5.268
O -2.707 0.433 -4.609
F -1.185 -1.031 -3.762
C -1.848 -0.385 3.468
O -1.329 0.098 2.539
N -1.341 -1.542 4.002
C -2.202 -2.415 4.792
C -0.196 -2.283 3.437
H -2.785 -0.065 3.949
H -2.634 -1.815 5.593
H -1.597 -3.231 5.187
H -2.865 -2.753 3.995
H -0.688 -2.822 2.627
H 0.566 -1.573 3.116
H 0.218 -3.051 4.090
C 2.467 1.803 -2.252
O 1.494 1.623 -1.475
N 3.771 1.587 -2.015
C 4.834 1.967 -3.009
C 4.112 0.920 -0.781
H 2.227 2.224 -3.240
H 4.476 1.807 -4.026
H 5.609 1.235 -2.781
H 5.041 3.023 -2.835
H 4.754 1.475 -0.097
H 3.217 0.530 -0.295
H 4.675 0.002 -0.950
C 1.540 2.452 2.794
O 0.943 2.621 1.712
N 2.636 3.049 3.156
C 3.400 3.919 2.218
C 3.322 2.728 4.419
H 1.219 1.740 3.570
H 3.837 4.798 2.690
H 2.748 4.347 1.456
H 4.151 3.290 1.739
H 2.757 1.973 4.965
H 4.393 2.525 4.403
H 3.201 3.599 5.063
C -1.868 -2.808 0.089
O -1.582 -1.716 -0.462
N -2.820 -3.103 1.036
C -3.138 -4.542 1.433
C -3.896 -2.156 1.302
H -1.368 -3.736 -0.227
H -3.435 -4.487 2.480
H -2.270 -5.193 1.327
H -3.971 -4.928 0.846
H -4.807 -2.688 1.029
H -4.055 -1.772 2.310
H -3.764 -1.224 0.752
C 1.738 -1.953 -1.125
O 0.902 -1.123 -1.538
N 2.969 -2.175 -1.758
C 3.903 -2.998 -1.024
C 3.458 -1.572 -2.944
H 1.669 -2.533 -0.192
H 4.315 -3.844 -1.573
H 3.588 -3.414 -0.067
H 4.722 -2.369 -0.675
H 2.780 -1.119 -3.667
H 4.142 -0.736 -2.800
H 3.931 -2.287 -3.617
C -3.419 1.807 -0.538
O -2.471 1.108 -0.197
N -4.410 1.387 -1.330
C -5.325 2.397 -1.805
C -4.608 0.021 -1.850
H -3.460 2.868 -0.246
H -5.210 2.369 -2.889
H -5.341 3.453 -1.536
H -6.295 1.976 -1.540
H -5.191 -0.536 -1.116
H -5.042 0.023 -2.850
H -3.596 -0.379 -1.801
*
```

***

[5]
A 3-piece molecular cluster, C18H42FN2O10P overall, computed with ωB97M-V with the def2-TZVPD basis set.

SMILES   CC(=O)OCCCCO[P@@](=O)(O)OF.COCCNCCOC.COCCNCCOC
HOMO energy   -8.296 eV
Orbital gap   8.69 eV

Geometry as ORCA input:
```
! RIJCOSX wB97M-V def2-TZVPD def2/J DEFGRID3
* xyz 0 1
C 3.950 8.190 8.290
C 3.136 6.930 8.201
O 2.850 6.226 9.133
O 2.740 6.690 6.932
C 1.935 5.519 6.698
C 2.319 4.967 5.344
C 3.680 4.264 5.365
C 4.524 4.488 4.134
O 3.948 3.835 2.977
P 2.904 4.470 2.003
O 1.483 4.244 2.205
O 3.303 6.001 1.839
O 3.586 3.766 0.683
F 2.745 4.153 -0.391
H 4.446 8.410 7.348
H 4.669 8.091 9.097
H 3.279 9.016 8.519
H 0.886 5.811 6.730
H 2.120 4.806 7.501
H 2.347 5.805 4.641
H 1.534 4.298 4.994
H 3.560 3.190 5.511
H 4.271 4.628 6.211
H 5.506 4.036 4.249
H 4.655 5.549 3.918
H 2.525 6.559 1.964
C 3.651 0.772 -1.029
O 2.713 0.033 -0.273
C 1.375 0.513 -0.360
C 0.486 -0.477 -1.079
N 0.841 -0.578 -2.486
C 0.142 -1.623 -3.223
C 0.350 -3.071 -2.797
O 1.653 -3.573 -3.036
C 2.607 -3.296 -2.031
H 4.642 0.441 -0.724
H 3.544 0.606 -2.107
H 3.553 1.840 -0.830
H 1.354 1.484 -0.863
H 1.004 0.652 0.659
H -0.551 -0.135 -1.002
H 0.555 -1.435 -0.544
H 1.839 -0.717 -2.568
H 0.439 -1.543 -4.272
H -0.933 -1.420 -3.175
H -0.321 -3.683 -3.402
H 0.072 -3.232 -1.747
H 2.151 -3.291 -1.036
H 3.111 -2.337 -2.183
H 3.359 -4.084 -2.068
C -6.612 -6.796 -2.324
O -5.765 -6.893 -3.449
C -6.319 -6.393 -4.659
C -5.584 -5.156 -5.126
N -5.813 -4.037 -4.226
C -5.027 -2.844 -4.509
C -3.508 -2.942 -4.428
O -3.003 -3.140 -3.119
C -2.979 -4.483 -2.670
H -6.133 -7.343 -1.514
H -6.768 -5.759 -2.004
H -7.591 -7.244 -2.522
H -7.384 -6.175 -4.526
H -6.220 -7.173 -5.418
H -5.952 -4.887 -6.121
H -4.522 -5.421 -5.230
H -5.643 -4.335 -3.274
H -5.346 -2.063 -3.815
H -5.285 -2.498 -5.516
H -3.101 -1.983 -4.761
H -3.108 -3.712 -5.100
H -2.805 -5.181 -3.494
H -3.908 -4.758 -2.162
H -2.163 -4.574 -1.955
*
```

***

[6]
A 3-piece molecular cluster, C18H42N2O6 overall, computed with ωB97M-V with the def2-TZVPD basis set.

SMILES   CC(C)CCOC=O.COCCNCCOC.COCCNCCOC
HOMO energy   -8.514 eV
Orbital gap   8.46 eV

Geometry as ORCA input:
```
! RIJCOSX wB97M-V def2-TZVPD def2/J DEFGRID3
* xyz 0 1
C -3.377 1.530 4.715
C -4.679 0.564 4.423
C -5.919 1.345 3.635
C -4.267 -0.704 3.422
C -3.097 -1.661 4.070
O -2.453 -2.354 2.906
C -1.222 -1.523 2.691
O -1.289 -0.333 2.086
H -3.612 2.692 4.592
H -3.029 1.391 5.846
H -2.435 1.265 4.033
H -5.034 0.063 5.433
H -6.886 1.262 4.292
H -6.137 0.783 2.605
H -5.599 2.457 3.434
H -5.241 -1.332 3.136
H -3.887 -0.205 2.412
H -2.241 -1.018 4.595
H -3.491 -2.403 4.885
H -0.232 -1.985 3.148
C 0.251 -4.312 -4.415
O -0.775 -4.574 -3.465
C -0.266 -4.907 -2.167
C -0.598 -3.797 -1.159
N 0.184 -2.586 -1.428
C -0.269 -1.415 -0.666
C -1.686 -0.887 -0.961
O -1.835 -0.327 -2.268
C -2.136 -1.275 -3.284
H -0.216 -4.202 -5.397
H 0.768 -3.380 -4.177
H 0.965 -5.139 -4.459
H 0.810 -5.125 -2.187
H -0.780 -5.824 -1.857
H -0.379 -4.152 -0.147
H -1.671 -3.596 -1.230
H 0.124 -2.364 -2.419
H 0.444 -0.610 -0.882
H -0.180 -1.632 0.405
H -1.872 -0.062 -0.265
H -2.466 -1.628 -0.760
H -2.731 -2.113 -2.911
H -1.215 -1.631 -3.745
H -2.712 -0.765 -4.061
C 6.540 2.212 -0.178
O 5.837 1.994 -1.396
C 4.926 0.889 -1.328
C 3.475 1.385 -1.407
N 3.091 2.098 -0.183
C 1.813 2.812 -0.297
C 1.740 3.969 -1.312
O 2.551 5.094 -0.966
C 3.904 4.998 -1.395
H 7.302 2.974 -0.358
H 5.864 2.580 0.597
H 7.035 1.296 0.158
H 5.092 0.268 -0.438
H 5.127 0.264 -2.205
H 2.807 0.529 -1.550
H 3.394 2.036 -2.282
H 3.814 2.774 0.048
H 1.597 3.220 0.697
H 1.020 2.087 -0.517
H 0.708 4.338 -1.305
H 1.933 3.646 -2.340
H 4.008 4.438 -2.329
H 4.513 4.555 -0.608
H 4.277 6.013 -1.562
*
```